No. 1
{
  "formula": "C10H13NOS",
  "method": "ωB97M-V/def2-TZVPD",
  "de_lowest_kcal_mol": 47.5,
  "spin_multiplicity": 3,
  "s2": 2.006,
  "gap_ha": [0.28938, 0.26050],
  "symbols": ["C", "C", "C", "C", "C", "C", "C", "C", "C", "C", "N", "O", "S", "H", "H", "H", "H", "H", "H", "H", "H", "H", "H", "H", "H", "H"],
  "positions_angstrom": [[3.241954, -1.326365, 0.112479], [3.012995, -0.843253, -1.144425], [2.446492, -0.687557, 1.093193], [1.626772, 0.170444, 0.528883], [-3.400069, 0.423010, -0.275183], [-1.587957, 0.276404, 0.800026], [-1.916755, 0.720236, -0.651203], [2.473649, -1.088114, 2.507421], [-1.564550, -0.299026, -1.708690], [-1.618165, 2.168399, -0.964996], [-2.864268, -0.210204, 0.894154], [-4.473731, 0.748135, -0.643314], [1.948287, 0.490511, -1.066414], [3.835412, -2.228493, 0.342651], [3.459693, -1.101688, -1.987842], [0.786009, 0.679099, 1.031703], [3.414038, -1.436495, 2.847007], [2.129227, -0.348755, 3.200134], [1.727448, -1.992388, 2.624010], [-1.790109, -1.198336, -1.243215], [-0.517296, -0.094342, -2.132278], [-2.393786, -0.117135, -2.445325], [-1.506038, 2.849521, -0.147068], [-2.313396, 2.590867, -1.779641], [-0.711960, 2.231757, -1.536925], [-3.443895, -0.376238, 1.744857]],
  "forces_ev_per_a": [[0.36, -1.09, -0.53], [-0.93, 1.22, 3.72], [1.33, -1.75, 0.61], [-2.48, 2.79, 1.27], [3.48, 0.33, 2.30], [-0.25, 0.12, -1.70], [0.59, 1.55, -0.23], [-2.60, -2.29, 0.44], [0.29, 2.93, -1.78], [-0.77, 0.39, -2.73], [-4.14, -0.95, 2.45], [-1.03, -0.35, -0.39], [-0.26, -0.28, -1.72], [-0.11, 0.76, -0.26], [1.88, -1.08, -3.58], [0.81, -0.02, -0.27], [1.05, -0.32, 0.13], [-0.23, 0.64, 0.23], [1.38, 1.50, -0.01], [0.41, -2.22, 0.32], [-1.69, -0.90, 0.56], [1.15, -0.36, -0.14], [-0.40, 0.17, 0.61], [0.36, -0.60, 1.54], [1.01, -0.16, -0.02], [0.81, -0.04, -0.83]]
}

No. 2
{
  "formula": "C10H13NOZn",
  "method": "ωB97M-V/def2-TZVPD",
  "total_charge": -2,
  "spin_multiplicity": 1,
  "gap_ha": 0.16223,
  "symbols": ["C", "C", "C", "C", "C", "Zn", "C", "C", "C", "N", "H", "H", "H", "H", "H", "H", "H", "H", "H", "H", "C", "C", "O", "H", "H", "H"],
  "positions_angstrom": [[-2.572256, 0.043090, -0.282421], [-2.042185, 0.444044, -1.531135], [-1.266603, 1.637258, -1.330139], [-1.314985, 1.938839, 0.088344], [-2.159895, 0.967800, 0.706441], [0.418927, 0.527038, -0.437669], [0.951830, -1.045781, -1.762878], [0.323796, -1.981547, -0.771236], [-0.114103, -3.272587, -1.090969], [0.242273, -1.370746, 0.412095], [-0.887831, 2.310167, -2.099679], [-2.245876, -0.021106, -2.489882], [-0.948672, 2.856311, 0.537704], [-2.500661, 0.996764, 1.738295], [-3.263477, -0.787841, -0.129162], [0.541062, -1.049377, -2.777436], [-0.283508, -1.824414, 1.165603], [2.049239, -1.052316, -1.717181], [-0.010892, -3.570174, -2.124083], [-0.548351, -3.923822, -0.337716], [3.115175, 0.410515, 1.021646], [1.865426, 1.234778, 0.987456], [1.521906, 2.181732, 1.636889], [2.849929, -0.606981, 0.702095], [3.536427, 0.387708, 2.041460], [3.821635, 0.843610, 0.287201]],
  "forces_ev_per_a": [[-0.32, 0.70, -0.42], [-0.47, 0.77, 0.50], [-0.91, -0.32, 0.70], [-1.20, -0.14, -0.54], [0.07, 0.46, -0.62], [1.34, -0.79, 0.32], [0.18, 0.86, -0.05], [-0.37, -1.53, -0.38], [0.40, 1.04, 0.04], [-0.10, 0.46, 1.09], [0.12, -0.35, 0.19], [0.26, -0.11, 0.17], [0.18, -0.31, 0.04], [0.33, -0.18, -0.07], [0.44, 0.07, -0.02], [0.23, -0.34, 0.03], [0.17, -0.23, -0.53], [-0.10, -0.32, -0.29], [-0.06, -0.39, -0.03], [-0.16, -0.05, -0.11], [0.56, 0.01, 0.90], [-1.95, -1.05, -3.82], [1.09, 1.54, 2.50], [0.07, 0.31, 0.07], [0.43, 0.00, -0.01], [-0.23, -0.11, 0.35]]
}

No. 3
{
  "formula": "C10H13O2",
  "method": "ωB97M-V/def2-TZVPD",
  "de_lowest_kcal_mol": 42.1,
  "total_charge": -1,
  "spin_multiplicity": 1,
  "gap_ha": 0.24611,
  "symbols": ["C", "C", "C", "O", "O", "H", "H", "H", "H", "H", "C", "C", "C", "C", "C", "C", "C", "H", "H", "H", "H", "H", "H", "H", "H"],
  "positions_angstrom": [[0.644774, -2.714789, 1.120461], [-0.771005, -2.460323, 1.767838], [0.336320, -2.806573, -0.393949], [-0.423296, -2.013607, -1.056526], [0.706697, -3.889264, -0.864235], [1.404239, -1.937024, 1.167947], [1.126209, -3.685925, 1.365298], [-1.279954, -1.517046, 1.589641], [-0.614620, -2.404349, 2.939954], [-1.446996, -3.344277, 1.459417], [-1.691737, 2.704057, 0.424258], [1.825279, 1.404558, -0.264198], [0.745289, 1.896382, 0.459305], [1.661066, 0.998875, -1.658988], [-0.506680, 2.032672, -0.233493], [0.409062, 1.055376, -2.293079], [-0.704885, 1.555347, -1.521613], [2.800580, 1.143627, 0.177963], [0.583629, 2.341902, 1.508904], [2.529361, 0.664171, -2.229450], [0.458942, 0.836769, -3.344427], [-2.622184, 2.731552, -0.227256], [-1.534178, 3.706427, 0.858164], [-1.647404, 1.662518, -2.040296], [-1.988517, 2.038948, 1.288353]],
  "forces_ev_per_a": [[-1.36, 0.83, -1.22], [1.08, -1.31, 2.61], [-1.97, -0.58, -1.61], [1.18, 0.37, 1.85], [1.20, -1.28, -0.68], [-0.19, 0.48, 0.83], [-0.68, 0.71, 0.19], [0.33, 0.00, -0.84], [-0.58, -0.63, -1.89], [0.97, 1.47, 0.72], [-1.44, -1.06, 0.98], [0.03, -1.19, -1.04], [-2.04, 1.07, -0.28], [-0.91, 0.75, 1.44], [0.03, 0.04, -0.59], [0.95, 0.96, 2.35], [2.06, -0.29, -1.36], [-0.54, 0.58, -0.02], [1.47, -1.09, -1.43], [-0.21, 0.00, 0.35], [-0.87, -0.28, -0.19], [1.32, 0.05, 0.56], [0.24, -0.34, -0.38], [-0.19, 0.00, 0.26], [0.13, 0.73, -0.60]]
}

No. 4
{
  "formula": "C10H13O2",
  "method": "ωB97M-V/def2-TZVPD",
  "de_lowest_kcal_mol": 29.9,
  "total_charge": -1,
  "spin_multiplicity": 1,
  "gap_ha": 0.25280,
  "symbols": ["C", "C", "C", "O", "O", "H", "H", "H", "H", "H", "C", "C", "C", "C", "C", "C", "C", "H", "H", "H", "H", "H", "H", "H", "H"],
  "positions_angstrom": [[-0.847548, -0.857970, -2.260573], [0.469210, -0.767424, -3.018538], [-1.063918, -2.435533, -2.232386], [-0.086753, -3.013856, -1.770473], [-2.160861, -2.869795, -2.620845], [-0.949452, -0.488334, -1.226074], [-1.694253, -0.382019, -2.839489], [1.107850, -1.631439, -2.714062], [0.853773, 0.213241, -2.938063], [0.249121, -0.770156, -4.101521], [-0.695644, 2.831265, 1.762293], [-0.666201, 0.422590, 1.046933], [-0.141255, 1.506537, 1.742830], [0.033812, -0.768682, 0.923634], [1.067086, 1.346996, 2.493716], [1.244490, -0.996150, 1.637996], [1.765472, 0.077503, 2.415460], [-1.659661, 0.520481, 0.615257], [-0.403853, -1.615860, 0.303777], [-0.836539, 3.104699, 0.650627], [0.083875, 3.605863, 2.039468], [1.541125, 2.115261, 3.091574], [1.753563, -1.991569, 1.574972], [2.634703, -0.103015, 3.041423], [-1.598145, 2.947371, 2.382069]],
  "forces_ev_per_a": [[-1.62, -1.04, -1.11], [-0.45, 0.14, -0.39], [-1.68, 1.92, 0.19], [1.21, -1.66, 0.84], [-0.29, -0.39, -0.20], [0.71, -0.02, -0.79], [0.83, -0.46, 0.50], [-0.19, 1.19, -0.29], [1.32, 1.09, 0.60], [-0.02, -0.69, 0.26], [-0.25, 3.16, -2.03], [0.15, 0.12, 0.19], [2.92, -1.56, 1.96], [0.18, -1.83, 0.30], [0.37, -3.10, -1.44], [-0.25, 1.02, -0.07], [-1.70, 0.28, -0.25], [0.25, 0.02, -0.28], [0.77, 1.14, 0.89], [-0.67, -0.14, 1.64], [-0.94, -0.95, 0.23], [-0.35, 0.27, -0.14], [-0.51, 1.16, 0.04], [0.06, 0.18, -0.18], [0.16, 0.15, -0.49]]
}

No. 5
{
  "formula": "C10H13O2S",
  "method": "ωB97M-V/def2-TZVPD",
  "de_lowest_kcal_mol": 30.0,
  "total_charge": 1,
  "spin_multiplicity": 1,
  "gap_ha": 0.30176,
  "symbols": ["C", "C", "C", "C", "C", "C", "C", "C", "C", "C", "O", "O", "S", "H", "H", "H", "H", "H", "H", "H", "H", "H", "H", "H", "H", "H"],
  "positions_angstrom": [[-3.845524, -0.228813, 0.254635], [-3.228687, 1.007293, 0.315942], [-3.175766, -1.352505, -0.200706], [-1.958363, 1.201951, -0.139016], [-1.850511, -1.146343, -0.735557], [-1.247355, 0.075845, -0.643834], [3.290448, 0.161230, -0.190484], [4.014218, -1.022679, -0.019900], [1.084114, 1.136984, 1.411153], [0.120112, 0.214342, -1.235563], [3.536518, 1.374920, -0.600574], [1.138223, -1.502354, 0.486818], [1.290962, -0.130388, 0.023960], [-4.916489, -0.258181, 0.588446], [-3.732526, 1.939926, 0.674099], [-3.596440, -2.288309, -0.310206], [-1.653531, 2.191980, -0.191119], [-1.380413, -1.890626, -1.369027], [3.665623, -1.542635, 0.879168], [5.046123, -0.795781, 0.226286], [3.650554, -1.651374, -0.780796], [1.538903, 0.616787, 2.257930], [0.091379, 1.240957, 1.734704], [1.357447, 2.155237, 1.327039], [0.281452, 1.142591, -1.896976], [0.479534, -0.650049, -1.866430]],
  "forces_ev_per_a": [[-1.61, -0.72, 0.92], [-0.45, 1.64, 0.29], [2.42, 2.65, -1.04], [0.12, -2.44, -0.33], [-1.92, -0.72, 0.52], [-0.21, 1.25, -0.32], [-0.93, 9.89, -3.91], [0.63, -0.58, 2.82], [0.22, -2.23, 0.21], [0.71, 0.44, -2.71], [-1.32, -7.67, 2.93], [-0.30, 0.62, -0.12], [1.67, 1.53, 3.09], [1.20, -0.34, -0.34], [0.05, -1.24, -0.32], [-1.05, -1.69, -0.05], [1.24, 1.55, -0.05], [0.03, -0.35, 0.55], [-0.31, 0.02, 0.09], [0.41, -0.27, -1.05], [0.50, -1.22, -1.47], [0.51, 0.20, -0.20], [-1.92, -0.59, -0.15], [1.29, 0.75, -0.99], [0.15, -1.09, 1.53], [-1.13, 0.60, 0.09]]
}

No. 6
{
  "formula": "C10H13O3",
  "method": "ωB97M-V/def2-TZVPD",
  "de_lowest_kcal_mol": 18.1,
  "total_charge": -1,
  "spin_multiplicity": 1,
  "gap_ha": 0.29942,
  "symbols": ["C", "C", "C", "O", "O", "H", "H", "H", "H", "H", "C", "C", "C", "C", "C", "C", "C", "O", "H", "H", "H", "H", "H", "H", "H", "H"],
  "positions_angstrom": [[1.240714, -3.369783, -0.825878], [0.302752, -4.041626, 0.188320], [1.911042, -2.137169, -0.193066], [1.041377, -1.367442, 0.343169], [3.125999, -1.925811, -0.214366], [1.881568, -4.207239, -1.128185], [0.763395, -3.042766, -1.755094], [0.914124, -4.408581, 1.023014], [-0.236498, -4.870585, -0.279551], [-0.386180, -3.377808, 0.706346], [-2.069078, 3.157192, -1.569668], [0.934430, 1.907490, 0.378755], [0.196665, 2.493773, -0.628891], [0.368405, 1.278559, 1.491045], [-1.187259, 2.618755, -0.458741], [-0.999331, 1.429351, 1.689888], [-1.724170, 2.152712, 0.730973], [1.150257, 0.381839, 2.172304], [2.018416, 1.966245, 0.370445], [0.697461, 2.666571, -1.575167], [1.147554, -0.417673, 1.516197], [-1.533844, 0.935375, 2.488586], [-2.776848, 3.872986, -1.151296], [-2.575418, 2.285861, -1.990591], [-2.757537, 2.375133, 0.987254], [-1.447997, 3.644646, -2.315793]],
  "forces_ev_per_a": [[-0.06, -0.66, 0.19], [-0.02, 0.16, 0.25], [-0.19, 0.73, 0.47], [-0.15, -0.32, -0.02], [0.16, -0.58, -0.34], [0.66, 0.60, -0.03], [-0.38, 0.05, 0.25], [0.05, -0.33, -0.28], [-0.01, -0.04, 0.20], [-0.20, 0.27, -0.52], [0.47, -0.40, 0.83], [0.78, 0.46, 0.35], [-0.46, -0.56, 0.39], [0.10, -0.77, -0.29], [0.39, 0.11, -0.25], [0.13, 0.38, -0.72], [-0.28, 0.12, 0.75], [-0.87, 0.53, 0.09], [-0.03, -0.59, -0.38], [-0.12, 0.57, 0.04], [0.60, 0.09, -0.03], [0.18, 0.04, 0.21], [-0.21, -0.04, -0.25], [-0.26, 0.36, -0.30], [-0.15, -0.22, -0.37], [-0.13, 0.03, -0.20]]
}